P) The following is a DFT calculation (ωB97M-V/def2-TZVPD) of a molecular structure, H3O5PS.

Last column: natural (NBO) charge in e.
CARTESIAN COORDINATES (ANGSTROEM)
S1 -1.520 -0.589 -0.674  0.8146
P1 1.101 0.057 -0.125  2.5422
O1 1.214 -1.548 -0.063  -0.9824
O2 2.261 0.764 -0.575  -1.0726
O3 -0.182 0.283 -1.096  -0.9478
O4 -2.116 0.455 0.427  -0.9011
O5 0.586 0.643 1.238  -1.0052
H1 -0.384 0.627 1.451  0.5375
H2 -2.606 1.224 0.204  0.5042
H3 1.646 -1.917 -0.788  0.5106

Properties
- LUMO level (eV) = 0.07
- highest occupied orbital energy (eV) = -9.663
- HOMO-LUMO gap (eV) = 9.733

***

Q) The following is a DFT calculation (ωB97M-V/def2-TZVPD) of a molecular structure, H3O5PS.

Last column: natural (NBO) charge in e.
CARTESIAN COORDINATES (ANGSTROEM)
S1 0.951 -0.231 0.551  1.7717
P1 -1.882 -0.854 0.281  1.6248
O1 -1.052 -0.332 1.397  -1.1024
O2 0.611 -1.523 -0.156  -0.9995
O3 -2.516 0.548 -0.282  -1.0043
O4 0.303 1.070 -0.270  -0.8886
O5 2.542 -0.178 0.135  -0.8985
H1 2.701 -0.876 -0.613  0.5031
H2 -2.124 1.332 0.099  0.5162
H3 0.467 1.043 -1.143  0.4774

Properties
- LUMO level (eV) = -0.43
- highest occupied orbital energy (eV) = -10.367
- HOMO-LUMO gap (eV) = 9.935

***

Top of the stability list: P), leading by 2.682 eV.

***

P) The following is a DFT calculation (ωB97M-V/def2-TZVPD) of 2 unconnected molecules or ions with the total composition C6H8ClN.

Last column: natural (NBO) charge in e.
CARTESIAN COORDINATES (ANGSTROEM)
Cl1 1.943 -0.932 0.746  0.0107
N1 -2.386 0.668 -1.535  -0.3086
C1 -1.466 -0.030 -1.557  0.2230
C2 -0.626 -2.245 -0.836  -0.6050
C3 0.616 0.101 0.346  0.0127
C4 -0.396 -0.880 -1.495  -0.2220
C5 0.166 1.219 0.880  -0.3140
C6 0.956 2.150 1.734  -0.6378
H1 -0.997 -2.879 -1.698  0.2137
H2 -1.396 -2.228 -0.195  0.2137
H3 1.683 2.816 1.198  0.2302
H4 0.441 -0.943 -2.125  0.2467
H5 -0.754 1.429 0.321  0.2534
H6 0.413 -2.619 -0.395  0.2337
H7 0.222 2.787 2.269  0.2267
H8 1.580 1.588 2.341  0.2227

Properties
- LUMO level (alpha / beta) (eV) = -0.44 / -0.44
- highest occupied orbital energy (alpha / beta) (eV) = -9.058 / -9.058
- HOMO-LUMO gap (alpha / beta) (eV) = 8.617 / 8.616

***

Q) The following is a DFT calculation (ωB97M-V/def2-TZVPD) of C6H8ClN in the gas phase.

Last column: natural (NBO) charge in e.
CARTESIAN COORDINATES (ANGSTROEM)
Cl1 -3.315 -0.264 -0.014  -0.0781
N1 0.916 1.699 0.012  -0.7928
C1 -1.546 -0.602 -0.029  -0.1774
C2 2.226 -1.567 -0.005  -0.2217
C3 -0.709 0.156 -1.079  -0.4050
C4 1.439 -0.650 -0.032  -0.0531
C5 0.368 0.379 -0.010  0.0284
C6 -0.742 0.141 1.062  -0.4012
H1 -0.310 -0.480 1.888  0.2175
H2 -1.157 1.113 -1.283  0.2385
H3 1.617 1.795 0.753  0.3623
H4 -0.492 -0.395 -1.976  0.2208
H5 2.940 -2.375 -0.022  0.2429
H6 1.495 1.704 -0.829  0.3522
H7 -1.428 -1.662 0.124  0.2254
H8 -1.301 1.008 1.438  0.2414

Properties
- LUMO level (eV) = 0.86
- highest occupied orbital energy (eV) = -9.931
- SMILES = C#C[C@]1(N)C[C@@H](Cl)C1
- HOMO-LUMO gap (eV) = 10.788

***

Top of the stability list: Q), leading by 1.705 eV.

***

P) The following is a DFT calculation (ωB97M-V/def2-TZVPD) of C11H22N6O4 in the gas phase.

Last column: natural (NBO) charge in e.
CARTESIAN COORDINATES (ANGSTROEM)
O1 0.477 6.508 0.245  -0.6066
O2 -3.484 3.520 -1.398  -0.5707
O3 -1.652 0.136 0.275  -0.6124
O4 -2.142 2.676 -2.879  -0.6701
N1 1.640 -5.335 0.680  -0.6286
N2 2.931 -7.047 1.491  -0.8322
N3 1.529 -0.155 -0.933  -0.8419
N4 0.798 -6.769 2.416  -0.7686
N5 -1.467 7.222 1.195  -0.8382
N6 -0.574 1.622 -0.994  -0.6463
C1 -0.667 6.298 0.534  0.6865
C2 0.570 -4.429 0.362  -0.1954
C3 0.049 -2.050 -0.225  -0.4224
C4 -1.354 2.747 -0.549  -0.1686
C5 -2.434 2.941 -1.599  0.7700
C6 0.188 -0.684 -0.998  -0.1157
C7 1.083 -3.140 -0.411  -0.4138
C8 -0.429 3.963 -0.209  -0.3826
C9 -1.338 5.033 0.190  -0.5266
C10 1.724 -6.314 1.625  0.5728
C11 -0.781 0.392 -0.533  0.6681
H1 -1.009 -2.356 -0.365  0.2263
H2 -0.013 -1.813 0.866  0.2153
H3 -1.349 2.081 -2.991  0.4931
H4 0.240 4.285 -1.003  0.2327
H5 2.001 -2.660 0.007  0.2006
H6 3.804 -6.465 1.596  0.3653
H7 -0.303 -4.875 -0.228  0.1881
H8 -0.028 -6.131 2.350  0.3305
H9 0.202 3.602 0.640  0.2236
H10 -2.035 5.238 -0.642  0.2535
H11 -1.927 2.424 0.404  0.2686
H12 1.317 -3.457 -1.408  0.2015
H13 2.424 -5.349 0.044  0.3871
H14 -1.946 4.741 1.040  0.2268
H15 -1.104 8.140 1.377  0.4024
H16 -2.460 7.072 1.249  0.3925
H17 -0.015 -0.905 -2.053  0.2027
H18 0.182 -4.081 1.274  0.1953
H19 2.977 -7.615 2.337  0.3882
H20 0.337 1.828 -1.423  0.4256
H21 1.897 -0.052 0.011  0.3625
H22 2.140 -0.790 -1.365  0.3608

Properties
- LUMO level (eV) = 0.27
- highest occupied orbital energy (eV) = -8.926
- SMILES = [H]/N=C(/N)NCCC[C@H](N)C(=O)N[C@@H](CCC(N)=O)C(=O)O
- HOMO-LUMO gap (eV) = 9.195

***

Q) The following is a DFT calculation (ωB97M-V/def2-TZVPD) of C11H22N6O4 in the gas phase.

Last column: natural (NBO) charge in e.
CARTESIAN COORDINATES (ANGSTROEM)
O1 1.332 -0.054 0.018  -0.5737
O2 -2.057 -3.590 3.253  -0.5616
O3 0.658 -4.462 -1.223  -0.5936
O4 -0.083 -2.468 3.497  -0.6603
N1 0.433 -2.763 -2.814  -0.8643
N2 0.854 6.127 -1.028  -0.8291
N3 1.644 4.053 -1.460  -0.5978
N4 3.100 5.363 -0.342  -0.8741
N5 -1.206 0.864 1.890  -0.8144
N6 -0.065 -1.749 0.710  -0.7110
C1 -0.383 2.039 -0.019  -0.3850
C2 -1.676 -3.539 0.293  -0.4402
C3 -0.201 2.145 -1.538  -0.4079
C4 1.831 5.264 -0.937  0.5775
C5 -0.913 0.632 0.461  -0.1538
C6 -1.543 -3.340 -1.245  -0.4872
C7 0.317 3.614 -1.892  -0.2344
C8 -1.172 -2.893 2.829  0.7941
C9 -1.240 -2.390 1.191  -0.1393
C10 0.224 -0.365 0.332  0.7046
C11 -0.023 -3.588 -1.706  0.7063
H1 -1.580 -0.028 2.173  0.3465
H2 -0.289 4.440 -1.454  0.2522
H3 0.437 2.173 0.639  0.2401
H4 1.409 -2.811 -3.023  0.3895
H5 0.807 -2.344 0.584  0.4152
H6 -1.060 1.963 -2.091  0.2048
H7 -1.830 0.149 -0.069  0.1774
H8 -1.095 -4.461 0.356  0.2473
H9 0.252 3.753 -2.985  0.1819
H10 -1.170 2.754 0.207  0.1960
H11 -1.981 -1.511 1.219  0.2062
H12 -1.917 1.612 1.972  0.3730
H13 0.474 -1.976 2.886  0.5019
H14 -1.659 -2.333 -1.468  0.1984
H15 0.217 -1.735 -2.873  0.3906
H16 2.438 3.562 -1.799  0.4004
H17 0.912 7.196 -0.829  0.3734
H18 -2.765 -3.813 0.608  0.2407
H19 0.522 1.422 -1.790  0.2055
H20 3.573 6.187 -0.767  0.3697
H21 3.074 5.672 0.633  0.3860
H22 -2.203 -4.013 -1.800  0.2485

Properties
- LUMO level (eV) = 0.45
- highest occupied orbital energy (eV) = -8.604
- SMILES = [H]/N=C(\N)NCCC[C@H](N)C(=O)N[C@@H](CCC(N)=O)C(=O)O
- HOMO-LUMO gap (eV) = 9.050

***

Top of the stability list: P), leading by 1.904 eV.

***

P) The following is a DFT calculation (ωB97M-V/def2-TZVPD) of a molecular structure, C4H24CdF12N2O20S4.

Last column: natural (NBO) charge in e.
CARTESIAN COORDINATES (ANGSTROEM)
Cd1 -20.540 -9.602 -10.988  1.7551
S1 -21.052 -6.778 -8.988  2.2533
S2 -20.135 -11.240 -13.977  2.2863
S3 -19.902 -6.613 -11.461  2.2336
S4 -22.131 -9.451 -13.588  2.2093
F1 -17.328 -6.886 -11.915  -0.3064
F2 -24.356 -9.860 -14.844  -0.2942
F3 -20.198 -13.505 -12.631  -0.2945
F4 -17.885 -5.024 -10.973  -0.2857
F5 -23.445 -11.698 -14.096  -0.2979
F6 -24.427 -10.350 -12.701  -0.2984
F7 -17.817 -6.835 -9.808  -0.3095
F8 -18.640 -12.116 -12.010  -0.3276
F9 -21.177 -7.363 -6.480  -0.2898
F10 -18.491 -13.157 -13.906  -0.3078
F11 -21.366 -9.083 -7.758  -0.3303
F12 -19.423 -8.191 -7.451  -0.3108
O1 -20.524 -5.366 -11.446  -0.8744
O2 -16.900 -16.041 -13.113  -0.9196
O3 -21.728 -9.041 -14.877  -0.8742
O4 -17.593 -14.454 -10.421  -0.9264
O5 -22.475 -6.678 -9.036  -0.9183
O6 -17.070 -10.727 -16.833  -0.9464
O7 -22.078 -12.943 -17.573  -0.9388
O8 -20.007 -16.132 -14.244  -0.9482
O9 -21.479 -16.658 -11.705  -0.9372
O10 -19.870 -7.393 -12.656  -0.9411
O11 -20.305 -5.606 -8.698  -0.8979
O12 -22.604 -9.916 -10.194  -1.0091
O13 -25.912 -7.183 -14.478  -0.9379
O14 -18.331 -9.564 -11.023  -1.0081
O15 -20.907 -11.826 -14.977  -0.9117
O16 -18.980 -10.475 -14.359  -0.9513
O17 -22.492 -8.440 -12.637  -0.9485
O18 -16.339 -8.464 -14.441  -0.9592
O19 -15.567 -12.218 -10.521  -0.9552
O20 -26.747 -12.296 -12.019  -0.9399
N1 -20.979 -10.426 -12.844  -1.3800
N2 -20.481 -7.631 -10.249  -1.3975
C1 -20.721 -7.923 -7.587  0.7164
C2 -23.712 -10.416 -13.826  0.7535
C3 -18.106 -6.319 -10.989  0.7421
C4 -19.343 -12.591 -13.046  0.7157
H1 -17.144 -13.603 -10.349  0.4752
H2 -23.162 -9.128 -10.296  0.5334
H3 -20.568 -16.419 -11.904  0.4780
H4 -17.659 -15.499 -13.340  0.4564
H5 -21.996 -15.966 -12.128  0.4607
H6 -26.978 -11.846 -12.837  0.4699
H7 -25.295 -6.566 -14.073  0.4722
H8 -14.744 -11.727 -10.443  0.4872
H9 -25.438 -8.018 -14.511  0.4649
H10 -15.857 -12.100 -11.432  0.4724
H11 -17.843 -9.650 -10.193  0.5153
H12 -19.370 -15.714 -14.833  0.4681
H13 -17.838 -10.727 -16.249  0.4828
H14 -16.339 -10.979 -16.261  0.4625
H15 -16.226 -15.812 -13.760  0.4637
H16 -15.872 -8.456 -15.282  0.4775
H17 -27.434 -12.034 -11.398  0.4705
H18 -22.329 -13.868 -17.643  0.4616
H19 -23.030 -10.474 -9.535  0.5150
H20 -18.444 -14.253 -10.817  0.4490
H21 -17.686 -9.697 -11.731  0.5325
H22 -21.557 -12.880 -16.765  0.4771
H23 -20.750 -16.350 -14.817  0.4800
H24 -17.264 -8.336 -14.683  0.4826

Properties
- LUMO level (eV) = -1.57
- highest occupied orbital energy (eV) = -11.394
- HOMO-LUMO gap (eV) = 9.826

***

Q) The following is a DFT calculation (ωB97M-V/def2-TZVPD) of a molecular structure, C4H24CdF12N2O20S4.

Last column: natural (NBO) charge in e.
CARTESIAN COORDINATES (ANGSTROEM)
Cd1 0.464 -0.094 -1.959  1.7499
S1 -1.884 0.483 -4.131  2.1222
S2 0.645 -1.116 1.232  2.1544
S3 0.423 1.635 -4.826  2.0568
S4 -1.482 0.412 0.617  2.0465
F1 2.244 0.716 -6.676  -0.2945
F2 -3.659 -0.851 1.534  -0.2765
F3 -3.461 -0.901 -0.661  -0.2992
F4 0.167 0.435 -7.247  -0.2768
F5 -2.170 -2.261 0.513  -0.3072
F6 1.053 -0.868 -5.732  -0.3161
F7 -1.800 2.948 -2.982  -0.3158
F8 -3.684 1.872 -2.763  -0.3111
F9 2.954 0.333 1.289  -0.3586
F10 -3.232 2.736 -4.746  -0.2686
F11 1.273 1.489 1.937  -0.3044
F12 2.003 -0.091 3.249  -0.2853
O1 -4.248 3.129 1.821  -0.9392
O2 1.602 -2.165 0.843  -0.9183
O3 3.600 -2.982 -1.329  -0.9606
O4 -1.433 0.853 2.003  -0.8370
O5 2.384 -4.799 1.201  -0.9609
O6 -2.284 -4.311 2.945  -0.9443
O7 -2.338 4.223 -0.427  -0.9425
O8 -5.287 -0.927 -2.913  -0.9273
O9 -0.225 -1.486 2.384  -0.8582
O10 3.964 2.620 -0.277  -0.9558
O11 3.983 -2.240 3.413  -0.9758
O12 2.752 1.067 5.988  -0.9494
O13 1.669 2.243 -4.256  -0.8939
O14 -2.569 -2.008 4.448  -0.9403
O15 1.385 1.725 -1.359  -1.0262
O16 -2.568 -0.584 -3.449  -0.9051
O17 -1.987 1.441 -0.347  -0.9237
O18 -2.020 0.379 -5.619  -0.8884
O19 4.719 0.139 4.359  -0.9614
O20 -0.421 2.576 -5.553  -0.8468
N1 -0.377 0.628 -3.592  -1.3555
N2 -0.028 -0.466 -0.036  -1.3292
C1 1.749 0.277 2.002  0.7569
C2 -2.726 2.198 -3.651  0.7968
C3 1.022 0.379 -6.235  0.8128
C4 -2.843 -1.054 0.515  0.8355
H1 -2.995 -1.583 3.704  0.4571
H2 2.381 0.185 6.031  0.4883
H3 -2.062 -4.686 2.093  0.4837
H4 1.923 -4.899 2.034  0.4707
H5 4.326 2.864 0.574  0.4878
H6 -1.641 4.256 0.228  0.4539
H7 -2.477 3.289 -0.583  0.4873
H8 4.015 0.611 4.803  0.5006
H9 3.510 -3.935 -1.312  0.4814
H10 -3.240 -4.339 2.977  0.4683
H11 1.038 2.448 -0.837  0.5244
H12 -3.326 3.162 2.076  0.4649
H13 2.331 1.874 -1.375  0.5294
H14 -2.576 -2.939 4.229  0.4776
H15 4.520 -2.846 3.924  0.4620
H16 4.068 -2.770 -0.522  0.4815
H17 5.034 0.749 3.693  0.4668
H18 -5.573 -0.037 -2.707  0.4650
H19 4.336 -1.374 3.619  0.4860
H20 2.015 -4.004 0.817  0.4852
H21 -4.483 4.042 1.656  0.4746
H22 4.298 1.736 -0.435  0.4754
H23 1.991 1.646 5.954  0.4855
H24 -4.742 -1.183 -2.169  0.4648

Properties
- LUMO level (eV) = -2.03
- highest occupied orbital energy (eV) = -10.807
- HOMO-LUMO gap (eV) = 8.778

***

Top of the stability list: P), leading by 3.287 eV.